# C29H34N2OPPtSi

A molecular structure, C29H34N2OPPtSi (ωB97M-V/def2-TZVPD, the Open Molecules 2025 dataset).

Summary:
HOMO energy (alpha / beta) ... -9.94 / -10.26 eV
Spin multiplicity ... 3
Calculated total energy ... -56057.852 eV
Total charge ... +1

Element x y z (Å)
Pt 0.143 -0.060 0.499
O -0.580 2.108 -1.253
N -1.331 1.073 -0.628
C -2.485 1.503 -0.306
C -3.509 0.745 0.418
C -4.818 1.180 0.212
C -5.888 0.547 0.816
C -5.663 -0.526 1.663
C -4.365 -0.954 1.898
C -3.276 -0.336 1.285
P -1.620 -0.940 1.717
C -1.374 -0.691 3.498
C -0.059 -0.782 3.962
C 0.234 -0.558 5.298
C -0.780 -0.213 6.181
C -2.082 -0.087 5.721
C -2.382 -0.320 4.387
C -1.699 -2.717 1.382
C -0.828 -3.582 2.045
C -0.824 -4.933 1.736
C -1.685 -5.428 0.765
C -2.543 -4.569 0.093
C -2.548 -3.215 0.392
H -0.426 1.803 -2.159
H -2.733 2.515 -0.614
H -4.996 2.014 -0.457
H -6.897 0.888 0.626
H -6.493 -1.030 2.140
H -4.190 -1.804 2.547
H 0.743 -1.015 3.272
H 1.256 -0.641 5.644
H -0.552 -0.027 7.222
H -2.872 0.202 6.403
H -3.400 -0.196 4.047
H -0.165 -3.204 2.813
H -0.152 -5.602 2.258
H -1.685 -6.485 0.531
H -3.210 -4.951 -0.669
H -3.210 -2.550 -0.147
N -0.299 -1.883 -1.928
C -0.769 -2.743 -2.936
C -0.752 -4.122 -2.743
C -1.218 -4.972 -3.736
C -1.701 -4.462 -4.933
C -1.726 -3.088 -5.121
C -1.265 -2.232 -4.132
H 0.284 -2.313 -1.229
H 0.041 -0.993 -2.254
H -0.365 -4.524 -1.812
H -1.188 -6.043 -3.578
H -2.056 -5.127 -5.708
H -2.094 -2.676 -6.052
H -1.280 -1.158 -4.286
C 2.514 1.729 1.310
Si 3.092 0.200 0.365
C 3.172 0.574 -1.464
C 4.765 -0.291 1.033
C 1.881 -1.240 0.621
H 3.185 2.570 1.109
H 2.523 1.545 2.388
H 1.508 2.068 1.039
H 3.947 1.320 -1.659
H 2.228 0.982 -1.836
H 3.413 -0.318 -2.047
H 5.507 0.487 0.835
H 5.113 -1.218 0.574
H 4.717 -0.446 2.114
H 1.973 -1.755 1.580
H 2.006 -1.980 -0.171

Mulliken atomic charge list, values in e, 4 entries: Pt 1.30; O -0.44; N -0.15; C -0.47

# C37H97N7O11

8 unconnected molecules or ions with the total composition C37H97N7O11 at a distorted geometry (ωB97M-V/def2-TZVPD, the Open Molecules 2025 dataset).

Summary:
Energy relative to the best compared isomer or geometry (same formula, charge and spin) ... 247.52 kJ/mol
Structure (SMILES) ... COC[C@H](C)N.COC[C@H](C)N.COC[C@H](C)N.COC[C@H](C)N.COCCNCCOC.COCCNCCOC.COCCNCCOC.CC(C)O
HOMO energy ... -7.94 eV
Calculated total energy ... -72886.403 eV
Total charge ... 0

Element x y z (Å)
C 14.330 -11.368 -1.552
O 15.037 -12.585 -1.457
C 14.537 -13.532 -0.554
C 15.522 -14.686 -0.547
C 15.003 -15.968 0.013
N 16.617 -14.219 0.343
H 14.851 -10.730 -2.262
H 14.184 -10.773 -0.645
H 13.350 -11.690 -1.931
H 14.323 -13.220 0.474
H 13.548 -13.888 -0.904
H 15.887 -14.855 -1.568
H 14.193 -16.344 -0.624
H 14.558 -15.869 1.006
H 15.739 -16.773 0.048
H 17.341 -14.929 0.387
H 17.001 -13.372 -0.063
C 27.755 -12.657 -3.566
O 28.087 -12.081 -4.793
C 29.480 -11.958 -5.034
C 29.696 -11.543 -6.490
C 29.391 -10.075 -6.785
N 28.855 -12.309 -7.434
H 28.489 -12.513 -2.762
H 27.600 -13.740 -3.598
H 26.864 -12.190 -3.143
H 29.899 -11.182 -4.380
H 29.906 -12.937 -4.786
H 30.743 -11.727 -6.754
H 28.412 -9.829 -6.369
H 29.457 -9.894 -7.855
H 30.152 -9.439 -6.323
H 28.544 -13.185 -7.015
H 27.969 -11.809 -7.482
C 21.945 -12.216 -8.455
O 21.828 -11.016 -7.747
C 23.039 -10.309 -7.506
C 23.085 -9.809 -6.076
C 24.098 -8.698 -5.910
N 23.477 -10.905 -5.124
H 22.423 -12.982 -7.831
H 22.500 -12.129 -9.399
H 20.947 -12.539 -8.754
H 23.901 -10.887 -7.861
H 23.039 -9.462 -8.210
H 22.040 -9.656 -5.797
H 23.909 -7.772 -6.459
H 25.155 -8.913 -6.082
H 24.094 -8.360 -4.868
H 22.978 -11.737 -5.436
H 24.462 -11.059 -5.332
C 20.722 -12.316 2.858
O 20.529 -13.266 1.822
C 21.694 -13.692 1.137
C 22.745 -14.356 1.958
C 24.016 -14.602 1.180
N 22.300 -15.642 2.568
H 20.594 -12.752 3.851
H 19.860 -11.649 2.766
H 21.664 -11.784 2.716
H 21.461 -14.309 0.265
H 22.071 -12.768 0.668
H 23.146 -13.902 2.871
H 23.821 -15.045 0.198
H 24.798 -15.140 1.710
H 24.463 -13.619 0.980
H 21.304 -15.532 2.786
H 22.201 -16.419 1.910
C 19.927 -5.620 8.159
O 20.011 -5.205 6.812
C 18.726 -5.142 6.219
C 18.903 -4.732 4.750
N 19.002 -5.891 3.875
C 20.392 -6.262 3.565
C 20.296 -7.387 2.518
O 20.036 -6.668 1.306
C 19.683 -7.547 0.246
H 20.919 -5.636 8.606
H 19.568 -6.654 8.199
H 19.269 -4.982 8.753
H 18.092 -4.461 6.800
H 18.279 -6.143 6.218
H 19.740 -4.023 4.699
H 18.087 -4.071 4.439
H 18.508 -5.670 3.018
H 20.787 -6.614 4.522
H 21.054 -5.467 3.214
H 19.467 -8.045 2.782
H 21.234 -7.941 2.408
H 20.533 -7.988 -0.283
H 19.099 -6.957 -0.458
H 19.094 -8.412 0.561
C 23.234 -13.313 -2.587
O 22.372 -13.455 -3.725
C 21.083 -13.900 -3.388
C 20.173 -12.906 -4.109
N 20.508 -11.548 -3.654
C 19.452 -10.535 -3.589
C 18.326 -10.769 -2.552
O 18.692 -10.332 -1.286
C 19.376 -11.242 -0.451
H 24.124 -12.940 -3.099
H 23.455 -14.251 -2.078
H 22.847 -12.507 -1.962
H 20.857 -13.770 -2.322
H 20.856 -14.948 -3.611
H 19.092 -13.018 -4.006
H 20.331 -12.939 -5.197
H 21.396 -11.189 -3.975
H 19.021 -10.234 -4.551
H 20.079 -9.720 -3.215
H 18.025 -11.820 -2.612
H 17.521 -10.205 -3.025
H 19.868 -10.771 0.392
H 20.023 -11.866 -1.077
H 18.670 -11.983 -0.052
C 28.897 -18.963 -10.730
O 27.602 -19.323 -10.325
C 27.565 -20.453 -9.475
C 26.203 -20.558 -8.793
N 26.136 -19.487 -7.766
C 24.765 -19.351 -7.305
C 24.511 -18.088 -6.486
O 23.398 -18.229 -5.652
C 23.171 -17.033 -4.889
H 29.445 -18.547 -9.875
H 28.815 -18.240 -11.538
H 29.462 -19.843 -11.067
H 28.404 -20.414 -8.775
H 27.682 -21.347 -10.103
H 26.188 -21.509 -8.258
H 25.385 -20.518 -9.517
H 26.389 -18.686 -8.345
H 24.367 -20.207 -6.760
H 24.089 -19.223 -8.170
H 24.587 -17.184 -7.100
H 25.436 -18.037 -5.876
H 24.072 -16.987 -4.268
H 22.263 -17.300 -4.350
H 22.974 -16.122 -5.458
C 18.945 -7.534 -6.628
C 17.879 -6.822 -5.779
C 16.622 -6.592 -6.591
O 17.527 -7.720 -4.734
H 19.465 -6.856 -7.301
H 18.507 -8.416 -7.100
H 19.726 -7.978 -6.003
H 18.367 -5.899 -5.445
H 15.689 -6.235 -6.151
H 16.317 -7.532 -7.060
H 16.839 -5.899 -7.416
H 17.119 -7.285 -3.982

Mulliken atomic charge list, values in e, 4 entries: C -0.74; O -0.17; C -0.92; C 0.77

# C44H67NOPSSb2SiV

A molecular structure, C44H67NOPSSb2SiV at a distorted geometry (ωB97M-V/def2-TZVPD, the Open Molecules 2025 dataset).

Summary:
Energy relative to the best compared isomer or geometry (same formula, charge and spin) ... 12.92 kJ/mol
HOMO energy (alpha / beta) ... -9.68 / -10.10 eV
Spin multiplicity ... 4
Calculated total energy ... -117014.568 eV
Total charge ... +1

Element x y z (Å)
V 0.461 -0.652 -0.656
C 4.278 0.163 1.198
Sb 2.196 -0.069 1.604
C 2.386 -1.951 2.591
C 2.226 1.222 3.347
C 1.284 0.927 4.477
C 1.570 -0.184 5.271
C 0.818 -0.515 6.381
C -0.239 0.303 6.745
C -0.512 1.426 5.991
C 0.220 1.755 4.849
C -0.150 2.999 4.129
Sb -1.626 2.658 2.573
C -3.283 2.554 3.939
C -1.874 4.760 2.196
H 4.820 0.147 2.139
H 4.484 1.099 0.685
H 4.618 -0.665 0.579
H 3.249 -1.922 3.256
H 2.547 -2.723 1.838
H 1.495 -2.191 3.163
H 2.155 2.247 2.988
H 3.246 1.069 3.696
H 2.428 -0.788 5.025
H 1.078 -1.378 6.975
H -0.825 0.088 7.625
H -1.306 2.091 6.300
H 0.702 3.504 3.680
H -0.623 3.702 4.814
H -3.516 3.550 4.296
H -3.036 1.922 4.783
H -4.154 2.143 3.439
H -2.935 4.978 2.149
H -1.415 5.073 1.266
H -1.434 5.319 3.017
C -0.521 -3.495 -5.391
Si 1.243 -2.936 -5.637
C 2.361 -4.422 -5.895
C 1.325 -1.790 -7.123
C 1.993 -1.956 -4.189
C 3.287 -1.495 -4.370
C 3.965 -0.782 -3.383
C 3.282 -0.503 -2.220
N 2.024 -0.903 -2.023
C 1.403 -1.660 -2.953
S -0.175 -2.175 -2.414
H -0.832 -4.014 -6.295
H -1.199 -2.662 -5.229
H -0.629 -4.177 -4.554
H 2.006 -5.027 -6.724
H 2.383 -5.051 -5.009
H 3.383 -4.128 -6.119
H 1.002 -2.310 -8.020
H 2.327 -1.415 -7.309
H 0.668 -0.934 -6.983
H 3.796 -1.695 -5.300
H 4.979 -0.444 -3.520
H 3.735 0.069 -1.417
C -1.081 -5.919 5.343
C -1.111 -4.783 4.371
C -0.428 -4.859 3.163
C -0.434 -3.823 2.245
C 0.287 -4.013 0.950
C -1.165 -2.656 2.559
C -1.258 -1.520 1.693
O -0.600 -1.310 0.669
C -1.876 -2.564 3.792
C -2.657 -1.346 4.189
C -1.827 -3.628 4.669
H -0.567 -6.784 4.929
H -2.092 -6.216 5.621
H -0.569 -5.622 6.258
H 0.123 -5.755 2.926
H 0.827 -4.957 0.962
H 1.000 -3.210 0.739
H -0.407 -4.028 0.106
H -1.972 -0.725 1.946
H -2.029 -0.455 4.216
H -3.069 -1.482 5.186
H -3.489 -1.154 3.514
H -2.357 -3.560 5.608
C -1.450 0.402 -4.341
C -0.754 1.721 -3.988
C 0.507 1.836 -4.848
C -1.719 2.861 -4.319
P -0.280 1.666 -2.178
C -1.919 1.879 -1.379
C -2.572 3.082 -1.123
C -3.830 3.104 -0.544
C -4.477 1.920 -0.224
C -3.856 0.712 -0.501
C -2.594 0.698 -1.070
C 0.775 3.175 -1.767
C 0.740 3.310 -0.241
C 2.222 2.850 -2.161
C 0.433 4.535 -2.378
H -1.754 0.453 -5.386
H -2.346 0.235 -3.743
H -0.795 -0.459 -4.212
H 0.235 1.648 -5.886
H 1.265 1.105 -4.567
H 0.945 2.830 -4.806
H -1.897 2.849 -5.393
H -1.338 3.845 -4.063
H -2.681 2.726 -3.827
H -2.109 4.024 -1.370
H -4.312 4.053 -0.355
H -5.462 1.940 0.214
H -4.358 -0.219 -0.289
H -2.136 -0.262 -1.303
H 0.916 2.352 0.265
H -0.218 3.691 0.100
H 1.518 4.009 0.073
H 2.514 1.853 -1.841
H 2.883 3.567 -1.674
H 2.395 2.922 -3.230
H -0.561 4.896 -2.133
H 0.546 4.539 -3.458
H 1.140 5.264 -1.983

Mulliken atomic charge list, values in e, 4 entries: V 1.32; C -1.58; Sb 0.36; C -1.70

# C2H3N2O2S

2 unconnected molecules or ions with the total composition C2H3N2O2S at a distorted geometry (ωB97M-V/def2-TZVPD, the Open Molecules 2025 dataset).

Summary:
Energy relative to the best compared isomer or geometry (same formula, charge and spin) ... 358.73 kJ/mol
HOMO energy ... -3.81 eV
Calculated total energy ... -20029.935 eV
Total charge ... -1

Element x y z (Å)
C 0.872 -0.660 -1.080
C 0.010 1.110 1.928
N -0.276 -0.954 -1.486
N -1.442 -0.905 -1.286
O -2.456 -0.751 -2.017
O -0.316 1.428 3.053
S 1.185 1.849 0.942
H 1.349 0.311 -0.793
H -0.478 0.112 1.698
H 1.552 -1.541 -0.958

Mulliken atomic charge list, values in e, 4 entries: C -0.20; C -0.02; N 0.27; N -0.05

# C11H47B2N15NiO8

A molecular structure, C11H47B2N15NiO8 at a distorted geometry (ωB97M-V/def2-TZVPD, the Open Molecules 2025 dataset).

Summary:
HOMO energy (alpha / beta) ... -8.95 / -8.96 eV
Spin multiplicity ... 3
Calculated total energy ... -93293.714 eV
Total charge ... 0

Element x y z (Å)
Ni -28.474 30.129 17.889
B -28.480 29.339 23.037
H -28.398 28.265 23.100
H -28.319 29.758 22.056
H -29.431 29.746 23.344
H -27.720 29.713 23.706
B -29.424 31.996 17.255
H -29.464 32.774 16.508
H -29.747 31.107 16.736
H -28.382 31.913 17.520
H -30.021 32.262 18.114
C -25.555 29.488 14.697
C -26.927 29.583 15.485
C -27.658 28.213 15.611
O -28.831 28.514 16.364
C -29.702 27.380 16.590
N -26.540 30.031 16.812
H -25.446 29.021 13.718
H -24.726 28.995 15.203
H -25.210 30.519 14.628
H -27.605 30.310 15.037
H -27.065 27.430 16.085
H -27.950 27.785 14.652
H -30.258 27.786 17.436
H -29.210 26.500 17.007
H -30.415 27.277 15.772
H -25.880 29.318 17.089
H -26.170 30.954 16.634
C -23.468 28.648 21.380
O -22.907 29.162 20.462
N -23.020 28.702 22.613
N -24.654 28.188 21.386
H -23.398 28.120 23.346
H -22.206 29.299 22.637
H -25.288 28.317 20.611
H -25.015 27.847 22.266
C -28.653 34.340 22.236
O -28.301 35.505 22.119
N -28.491 33.360 21.411
N -29.117 33.955 23.356
H -28.220 33.564 20.459
H -28.626 32.402 21.701
H -29.226 32.960 23.494
H -29.039 34.609 24.122
C -26.088 33.585 16.282
O -25.951 32.578 16.804
N -25.151 34.512 16.296
N -27.150 33.998 15.814
H -24.305 34.270 16.792
H -25.314 35.389 15.821
H -27.996 33.523 16.094
H -27.048 34.884 15.340
C -27.290 27.280 19.322
O -27.741 28.245 18.795
N -27.555 27.080 20.545
N -26.401 26.529 18.764
H -27.055 26.421 21.125
H -28.034 27.886 20.921
H -26.235 26.697 17.782
H -26.128 25.635 19.148
C -26.433 31.427 20.050
O -27.356 31.006 19.426
N -25.560 32.311 19.647
N -26.339 31.168 21.325
H -25.741 32.671 18.721
H -24.782 32.667 20.183
H -26.000 31.861 21.977
H -26.968 30.409 21.545
C -30.907 29.893 19.945
O -29.988 29.706 19.136
N -32.074 30.151 19.572
N -30.818 29.617 21.175
H -32.708 30.500 20.277
H -32.038 30.706 18.729
H -30.015 29.689 21.784
H -31.622 29.338 21.720
C -31.403 35.550 17.662
O -31.928 36.653 17.732
N -31.404 34.676 18.555
N -30.698 35.049 16.696
H -30.773 33.914 18.353
H -32.138 34.759 19.244
H -30.092 35.740 16.276
H -30.447 34.071 16.699

Mulliken atomic charge list, values in e, 4 entries: Ni 1.93; B 1.56; H -0.35; H -1.51